Record 1
Here is a cluster of 7 separate species, C5H25N2O7 in total from the OMol25 dataset. Energies are from wB97M-V/def2-TZVPD.

```
39
Properties=species:S:1:pos:R:3:mulliken_charge:R:1
C 2.17 0.51 2.14 -0.61
O 1.91 1.90 2.23 -0.61
C 1.49 -0.08 0.79 0.18
C 0.47 -1.13 1.21 -0.46
C 0.26 -2.13 0.08 1.62
C 0.05 -1.76 -1.20 -2.45
N 0.74 -3.39 0.38 -0.51
N 0.84 1.10 0.14 0.13
H 1.81 -0.07 3.00 0.30
H 3.27 0.39 1.99 0.31
H 1.22 2.05 2.89 0.34
H 2.19 -0.51 0.09 0.45
H -0.48 -0.71 1.55 -0.52
H 0.73 -1.77 2.06 0.59
H -0.22 -0.74 -1.38 0.52
H -0.01 -2.51 -1.96 0.64
H 0.87 -3.72 1.32 0.17
H 0.78 -4.15 -0.29 0.19
H 0.44 1.77 0.79 0.46
H 0.11 0.80 -0.50 -0.10
H 1.48 1.74 -0.34 0.40
H 0.96 3.23 -2.68 0.27
H 0.73 3.38 -1.04 0.32
O 0.55 2.94 -1.85 -0.58
H 3.24 -0.48 -3.01 0.27
H 2.11 -1.43 -2.88 0.29
O 2.49 -0.66 -2.45 -0.56
H -3.88 1.29 -1.15 0.31
H -3.24 0.24 -1.98 0.33
O -3.03 1.13 -1.61 -0.66
H -1.77 2.11 -0.61 0.37
H -2.02 3.18 0.42 0.26
O -1.47 2.40 0.27 -0.58
H -2.35 0.46 3.78 0.30
H -1.95 -0.10 2.51 0.24
O -1.55 0.36 3.25 -0.59
H -2.25 -1.86 -2.22 0.32
H -3.57 -2.27 -1.65 0.33
O -3.14 -1.52 -2.09 -0.68
```

Calculated values
DFT total energy, eV: -22896.62028
F_max, eV/A: 2.83
Total charge: +1

***

Record 2
Here is a structure of composition C5H25N2O8 from the OMol25 dataset. Energies are from wB97M-V/def2-TZVPD.

```
40
Properties=species:S:1:pos:R:3:mulliken_charge:R:1
C -1.37 -0.29 2.16 -0.47
O -1.68 1.08 1.95 -0.57
C 0.04 -0.66 1.69 -0.28
C 0.12 -0.93 0.20 0.23
C 1.52 -1.26 -0.24 0.11
C 1.84 -2.51 -0.57 -0.32
N 3.14 -2.92 -1.01 -0.51
N 2.37 -0.14 -0.37 -0.29
H -2.12 -0.91 1.63 0.20
H -1.43 -0.48 3.24 0.29
H 0.40 -1.50 2.28 0.44
H 0.72 0.16 1.93 -0.05
H -0.20 -0.01 -0.32 -0.65
H -0.55 -1.73 -0.14 0.55
H 1.06 -3.24 -0.48 0.35
H 3.79 -2.19 -1.14 0.20
H 3.42 -3.78 -0.59 0.20
H 3.33 -0.40 -0.15 0.18
H 2.12 0.68 0.16 0.18
H -4.66 -1.19 -0.61 0.42
H -5.29 -0.91 0.78 0.28
O -5.02 -1.63 0.19 -0.67
H 1.92 1.96 2.08 0.45
H 0.65 1.85 2.95 0.34
O 1.61 1.84 3.00 -0.76
H -3.00 -1.10 -1.99 0.31
H -2.99 0.36 -1.53 0.47
O -3.63 -0.37 -1.78 -0.76
H 2.77 2.71 -0.19 0.25
H 1.29 2.02 0.21 0.23
O 2.34 1.96 0.29 -0.76
H 1.95 -0.07 -3.26 0.30
H 1.70 1.30 -2.56 0.32
O 1.48 0.75 -3.33 -0.67
H -1.19 1.08 -2.50 0.29
H -1.03 1.76 -1.02 0.33
O -1.67 1.41 -1.74 -0.80
H -0.28 3.11 0.09 0.13
H -1.13 1.44 1.24 0.51
O -0.11 2.17 0.20 -1.01
```

Calculated values
DFT total energy, eV: -24951.92234
F_max, eV/A: 5.51
Total charge: -1

***

HOMO energy across the listed records, respectively: -11.36, -4.15 eV.